75
Properties=species:S:1:pos:R:3:forces:R:3 method="wB97M-V/def2-TZVPD" energy_ha=-2677.528382 total_charge=0 orbital_gap_ev=9.088
C 5.4260 -0.9561 -1.5875 -0.5 -0.3 -0.3
C 4.0164 -0.4219 -1.6585 0.6 -0.1 -0.1
C 3.2533 -0.2351 -0.5231 -0.2 0.0 0.4
C 1.9555 0.2379 -0.6180 0.2 -0.1 0.0
C 1.4241 0.5204 -1.8594 -0.7 0.3 0.0
C -0.0192 0.9655 -1.9285 0.8 -0.1 0.0
N -0.8877 -0.2336 -2.0486 -1.2 1.3 -0.2
C -0.9797 -0.7936 -3.4194 0.6 -0.6 -0.1
C -0.1714 -2.1017 -3.6329 -0.4 0.2 0.1
C 0.3768 -2.7732 -2.3943 0.2 -0.1 0.1
O -0.6416 -3.6052 -1.8395 0.2 0.0 0.0
S -2.3286 -0.0824 -1.2992 0.4 -1.5 1.6
O -2.2779 0.8806 -0.2501 0.1 0.4 -0.5
O -2.8210 -1.3787 -0.9768 -0.1 0.2 -0.6
F -3.3343 0.4685 -2.3719 0.1 0.4 -0.3
C 2.1876 0.3576 -3.0029 -0.2 0.1 0.0
C 3.4807 -0.1093 -2.9003 0.0 0.0 -0.1
H 5.6233 -1.4295 -0.6321 0.1 0.2 0.1
H 5.5214 -1.7388 -2.3407 0.2 0.0 -0.1
H 6.1466 -0.1736 -1.8159 0.2 0.0 0.1
H 3.6501 -0.4803 0.4515 0.1 0.0 0.0
H 1.3461 0.3610 0.2669 0.0 0.0 0.1
H -0.1713 1.6601 -2.7568 -0.2 -0.1 -0.2
H -0.2432 1.4921 -1.0083 -0.2 -0.1 0.0
H -0.5936 -0.0397 -4.1020 0.0 0.2 0.0
H -2.0142 -0.9449 -3.7083 -0.1 -0.1 0.2
H 0.6370 -1.9027 -4.3317 0.1 0.0 0.0
H -0.8371 -2.8242 -4.1030 0.1 -0.1 -0.1
H 1.2457 -3.3701 -2.6856 0.0 -0.1 0.0
H 0.7189 -2.0563 -1.6472 0.0 0.1 -0.1
H -0.2372 -4.0863 -1.1090 -0.2 0.0 0.0
H 1.7445 0.6008 -3.9602 0.1 0.0 -0.1
H 4.0880 -0.2400 -3.7858 0.0 0.0 -0.1
C -5.7625 2.7888 -1.6110 0.1 -0.1 0.0
N -5.9605 3.7739 -2.7096 0.0 0.0 0.0
O -5.0564 3.9201 -3.5063 0.0 0.0 0.0
O -7.0183 4.3654 -2.7304 0.0 0.0 0.0
H -4.7836 2.3410 -1.7254 0.0 0.0 0.0
H -5.8489 3.3284 -0.6727 -0.1 0.0 0.0
H -6.5470 2.0432 -1.6964 -0.1 0.1 0.0
C -4.3685 -3.6915 -0.0726 -0.1 0.0 0.1
N -5.5517 -4.5926 0.0032 0.0 0.0 0.0
O -6.3615 -4.3972 0.8877 0.0 0.0 0.0
O -5.6308 -5.4688 -0.8325 0.0 0.0 0.0
H -4.4373 -2.9661 0.7276 0.0 0.0 0.0
H -3.4832 -4.3119 0.0250 0.0 0.0 -0.1
H -4.3809 -3.2081 -1.0412 0.0 -0.1 -0.1
C 7.4614 -0.2343 2.7323 0.1 0.0 0.1
N 6.8133 -1.3852 2.0461 0.0 0.0 0.0
O 7.4552 -2.4040 1.9126 0.0 0.0 0.0
O 5.6737 -1.2181 1.6612 0.0 0.0 0.1
H 8.4650 -0.5275 3.0150 0.0 0.0 0.0
H 7.4697 0.5954 2.0321 -0.1 0.0 0.0
H 6.8557 0.0057 3.6005 0.0 0.0 0.0
C -2.1101 3.8149 1.3349 0.0 -0.2 -0.1
N -1.3695 5.0810 1.5822 0.0 0.0 0.0
O -0.1604 5.0158 1.7088 0.0 0.0 0.0
O -2.0221 6.0990 1.6567 0.0 0.0 0.0
H -1.4032 2.9974 1.2967 0.0 0.0 0.0
H -2.8062 3.6870 2.1577 0.0 0.0 0.0
H -2.6424 3.9201 0.3943 0.0 0.1 0.0
C 0.1055 3.5360 4.9046 0.1 0.0 0.1
N -0.0214 2.1415 4.4009 0.1 0.0 0.0
O 0.7421 1.3036 4.8316 -0.1 0.0 0.0
O -0.8862 1.9352 3.5714 0.0 -0.1 0.1
H 0.9129 3.5649 5.6258 0.0 0.0 0.0
H 0.3120 4.1691 4.0449 -0.1 0.0 0.0
H -0.8445 3.8025 5.3580 0.0 0.0 -0.1
C -0.3481 -2.1826 3.7394 0.0 0.0 0.1
N 1.0615 -2.2248 3.2638 0.0 0.0 0.0
O 1.9085 -2.6511 4.0186 0.0 0.0 0.0
O 1.2645 -1.8248 2.1348 0.0 0.0 0.0
H -0.3769 -2.5664 4.7518 0.0 0.0 0.0
H -0.6680 -1.1467 3.6952 0.0 0.1 -0.1
H -0.9348 -2.7960 3.0618 0.0 0.1 0.0